(1)
A structure of composition C14H25KNO8 at a distorted geometry. Source: OMol25; level of theory: the ωB97M-V functional and the def2-TZVPD basis.

Element x y z (Å)
K1 0.984 -0.614 -0.042
C1 -2.906 -2.736 1.194
C2 -1.798 -1.783 1.463
C3 -2.226 -0.205 1.521
O1 -1.369 0.689 1.565
C4 -3.655 0.132 1.538
C5 -4.595 -0.851 1.311
C6 -4.187 -2.315 1.098
O2 -5.071 -3.253 0.816
O3 -5.841 -0.510 1.368
O4 -0.631 -2.122 1.529
H1 -2.550 -3.752 1.114
H2 -3.926 1.170 1.663
C7 1.050 4.699 2.083
O5 1.223 4.233 0.746
C8 2.258 3.290 0.653
C9 2.223 2.824 -0.791
N1 1.032 2.023 -1.089
C10 0.796 1.766 -2.524
C11 -0.569 1.045 -2.811
O6 -0.583 -0.259 -2.220
C12 -1.686 -1.104 -2.551
H3 0.212 5.396 2.093
H4 1.922 5.256 2.425
H5 0.745 3.862 2.711
H6 2.149 2.446 1.334
H7 3.227 3.737 0.875
H8 3.113 2.240 -1.025
H9 2.249 3.697 -1.442
H10 0.219 2.528 -0.767
H11 1.696 1.330 -2.959
H12 0.779 2.761 -2.968
H13 -0.661 1.002 -3.897
H14 -1.426 1.608 -2.440
H15 -2.631 -0.637 -2.273
H16 -1.792 -2.051 -2.021
H17 -1.660 -1.272 -3.627
C13 3.302 -1.866 2.370
O7 3.007 -0.591 1.851
H18 3.289 -1.831 3.459
H19 2.562 -2.620 2.101
H20 4.267 -2.205 1.991
H21 3.786 -0.038 1.946
C14 0.321 -4.311 -1.140
O8 1.205 -3.211 -1.325
H22 -0.370 -4.583 -1.938
H23 0.873 -5.224 -0.916
H24 -0.326 -4.218 -0.268
H25 1.968 -3.573 -1.782

Computed properties:
**Total charge**: -1
**Energy relative to the best compared isomer or geometry (same formula, charge and spin)**: 0.000 eV
**Orbital gap**: 3.80 eV

The net atomic charges from Löwdin, expressed in e, are:
1 K 0.810
2 C -0.048
3 C -0.371
4 C -0.365
5 O -0.096
6 C -0.038
7 C -0.398
8 C -0.382
9 O -0.123
10 O -0.096
11 O -0.118
12 H 0.083
13 H 0.087
14 C -0.086
15 O -0.184
16 C -0.237
17 C -0.208
18 N -0.112
19 C -0.182
20 C -0.174
21 O -0.284
22 C -0.070
23 H 0.087
24 H 0.083
25 H 0.097
26 H 0.122
27 H 0.119
28 H 0.116
29 H 0.114
30 H 0.116
31 H 0.116
32 H 0.107
33 H 0.114
34 H 0.131
35 H 0.097
36 H 0.090
37 H 0.084
38 C -0.148
39 O -0.183
40 H 0.084
41 H 0.088
42 H 0.079
43 H 0.081
44 C -0.149
45 O -0.155
46 H 0.078
47 H 0.075
48 H 0.073
49 H 0.074



(2)
A cluster of 2 separate species, C4H7NO in total at a distorted geometry. Source: OMol25; level of theory: the ωB97M-V functional and the def2-TZVPD basis.

Element x y z (Å)
N1 1.116 -2.963 0.570
C1 0.902 -1.836 0.412
C2 0.612 -0.436 0.207
C3 -0.326 -0.048 -0.918
C4 1.129 0.253 -1.034
H1 0.586 0.159 1.117
H2 -1.003 0.772 -0.699
H3 -0.732 -0.857 -1.517
H4 1.451 1.281 -0.906
H5 1.728 -0.338 -1.720
O1 -1.507 1.577 1.472
H6 -2.440 1.821 1.452
H7 -1.515 0.616 1.564

Computed properties:
**Total charge**: 0
**Energy relative to the best compared isomer or geometry (same formula, charge and spin)**: 1.762 eV
**Orbital gap**: 11.33 eV

The net atomic charges from Löwdin, expressed in e, are:
1 N 0.139
2 C -0.201
3 C -0.291
4 C -0.114
5 C -0.099
6 H 0.127
7 H 0.085
8 H 0.113
9 H 0.109
10 H 0.112
11 O -0.060
12 H 0.049
13 H 0.033



(3)
A cluster of 13 separate species, H26O13 in total at a distorted geometry. Source: OMol25; level of theory: the ωB97M-V functional and the def2-TZVPD basis.

Element x y z (Å)
H1 0.982 0.606 0.259
H2 -0.199 -0.500 0.121
H3 -2.333 -2.288 0.253
H4 -3.458 -2.637 1.397
H5 -1.556 1.935 -0.395
H6 -1.098 3.481 -0.643
H7 -2.685 -1.956 -3.631
H8 -2.373 -2.328 -2.308
H9 -2.490 -0.536 2.820
H10 -2.172 1.002 2.927
H11 -4.313 0.687 0.366
H12 -3.968 1.129 1.792
H13 2.547 0.101 1.099
H14 1.555 -0.731 2.078
H15 1.806 -1.912 -2.634
H16 0.207 -1.974 -2.252
H17 2.661 4.665 -2.858
H18 1.533 4.024 -2.072
H19 4.719 -1.398 -3.201
H20 4.100 -1.404 -1.778
H21 2.792 2.732 -0.036
H22 1.652 2.051 -0.835
H23 -2.508 -3.926 2.614
H24 -1.179 -3.499 2.112
H25 3.959 1.959 2.873
H26 2.615 1.992 3.446
O1 0.315 0.139 0.701
O2 -3.208 -2.708 0.396
O3 -1.141 2.631 -1.006
O4 -2.614 -2.765 -3.168
O5 -2.846 0.316 2.766
O6 -4.704 1.201 1.096
O7 2.497 -0.487 1.831
O8 0.973 -2.450 -2.542
O9 2.148 3.818 -2.788
O10 4.248 -1.937 -2.542
O11 2.347 2.726 -0.823
O12 -1.922 -4.059 1.949
O13 3.111 2.302 2.616

Computed properties:
**Total charge**: 0
**Energy relative to the best compared isomer or geometry (same formula, charge and spin)**: 6.187 eV
**Orbital gap**: 9.41 eV

The net atomic charges from Löwdin, expressed in e, are:
1 H -0.020
2 H 0.092
3 H 0.020
4 H 0.083
5 H 0.067
6 H 0.004
7 H 0.008
8 H 0.035
9 H 0.017
10 H 0.085
11 H 0.020
12 H 0.003
13 H -0.021
14 H 0.063
15 H 0.040
16 H -0.015
17 H 0.062
18 H 0.014
19 H 0.057
20 H 0.013
21 H -0.014
22 H 0.037
23 H -0.017
24 H 0.036
25 H 0.022
26 H 0.086
27 O -0.051
28 O -0.107
29 O -0.058
30 O -0.042
31 O -0.019
32 O -0.116
33 O -0.083
34 O -0.061
35 O -0.104
36 O -0.039
37 O -0.021
38 O 0.002
39 O -0.079



(4)
The molecule C3H4N2O at a distorted geometry. Source: OMol25; level of theory: the ωB97M-V functional and the def2-TZVPD basis.

Element x y z (Å)
O1 -1.968 -1.264 -0.812
C1 -1.097 -0.571 -0.302
N1 -1.057 0.660 0.283
C2 0.607 0.973 0.486
C3 1.467 0.037 0.094
N2 0.221 -1.072 -0.213
H1 -1.970 1.182 0.264
H2 0.640 1.901 0.974
H3 2.621 -0.060 0.056
H4 0.535 -1.786 -0.829

Computed properties:
**Total charge**: 0
**Energy relative to the best compared isomer or geometry (same formula, charge and spin)**: 3.206 eV
**Orbital gap**: 10.05 eV

The net atomic charges from Löwdin, expressed in e, are:
1 O 0.027
2 C -0.641
3 N 0.112
4 C -0.036
5 C 0.027
6 N 0.074
7 H 0.152
8 H 0.062
9 H 0.132
10 H 0.091



(5)
A cluster of 2 separate species, C6H14O in total at a distorted geometry. Source: OMol25; level of theory: the ωB97M-V functional and the def2-TZVPD basis.

Element x y z (Å)
C1 0.470 0.570 1.982
C2 0.455 -0.240 0.939
C3 1.221 0.043 -0.328
C4 1.790 1.457 -0.460
C5 -0.267 -1.556 0.928
C6 -0.857 -2.028 2.234
H1 0.929 1.546 2.047
H2 -0.060 0.273 2.879
H3 0.542 -0.113 -1.172
H4 2.030 -0.679 -0.467
H5 2.154 1.636 -1.471
H6 2.686 1.564 0.155
H7 1.020 2.182 -0.237
H8 0.419 -2.317 0.529
H9 -1.050 -1.529 0.160
H10 -1.704 -1.459 2.582
H11 -0.085 -2.014 3.027
H12 -1.086 -3.090 2.188
O1 -3.162 2.163 -5.239
H13 -3.214 1.204 -5.202
H14 -2.231 2.387 -5.075

Computed properties:
**Total charge**: 0
**Energy relative to the best compared isomer or geometry (same formula, charge and spin)**: 0.940 eV
**Orbital gap**: 10.02 eV

The net atomic charges from Löwdin, expressed in e, are:
1 C 0.052
2 C -0.339
3 C -0.233
4 C -0.119
5 C -0.241
6 C -0.125
7 H 0.060
8 H 0.052
9 H 0.110
10 H 0.116
11 H 0.066
12 H 0.076
13 H 0.070
14 H 0.117
15 H 0.117
16 H 0.072
17 H 0.083
18 H 0.068
19 O -0.067
20 H 0.028
21 H 0.039



(6)
A cluster of 9 separate species, C15H30F3N3O15 in total at a distorted geometry. Source: OMol25; level of theory: the ωB97M-V functional and the def2-TZVPD basis.

Element x y z (Å)
N1 4.364 0.841 -5.119
H1 4.177 0.253 -5.919
H2 3.934 0.436 -4.299
H3 3.883 1.725 -5.193
H4 5.340 0.938 -4.877
N2 0.530 -0.052 1.683
H5 -0.452 -0.260 1.790
H6 1.156 -0.001 2.474
H7 0.597 0.924 1.432
H8 0.920 -0.505 0.868
N3 6.149 2.905 1.145
H9 6.093 2.005 1.600
H10 5.270 2.981 0.654
H11 7.052 2.812 0.703
H12 6.301 3.624 1.838
C1 0.948 -4.934 -4.671
C2 1.692 -4.242 -3.532
O1 1.321 -3.143 -3.145
O2 2.730 -4.778 -3.077
H13 0.983 -6.016 -4.540
H14 1.430 -4.638 -5.602
H15 -0.015 -4.443 -4.811
C3 1.196 7.412 -1.901
C4 1.162 5.842 -2.114
O3 0.940 5.372 -3.222
O4 1.628 5.225 -1.152
H16 0.620 7.922 -2.673
H17 2.231 7.750 -1.966
H18 0.736 7.788 -0.987
C5 5.377 -2.022 7.015
C6 5.211 -1.092 5.784
O5 5.595 -1.382 4.667
O6 4.502 -0.126 5.970
H19 6.387 -2.429 7.071
H20 4.626 -2.810 6.966
H21 5.194 -1.451 7.925
C7 1.585 -6.741 3.240
C8 1.368 -8.047 2.486
O7 0.102 -7.784 1.756
C9 -0.607 -6.913 2.542
O8 -1.763 -6.570 2.410
O9 0.205 -6.398 3.567
F1 1.304 -9.071 3.267
H22 2.100 -5.959 2.682
H23 2.194 -6.951 4.119
H24 2.227 -8.217 1.836
C10 -6.646 6.077 0.985
C11 -6.617 6.938 2.230
O10 -5.278 6.744 2.654
C12 -4.760 5.604 2.189
O11 -3.789 4.943 2.650
O12 -5.415 5.333 1.088
F2 -7.377 6.332 3.157
H25 -6.407 6.629 0.076
H26 -7.612 5.577 1.059
H27 -6.874 7.997 2.223
C13 -5.072 -0.805 -4.374
C14 -5.295 -1.433 -2.928
O13 -6.575 -1.839 -2.924
C15 -7.248 -1.436 -3.964
O14 -8.453 -1.631 -4.013
O15 -6.436 -0.735 -4.871
F3 -5.165 -0.573 -1.883
H28 -4.452 -1.502 -4.939
H29 -4.559 0.156 -4.325
H30 -4.496 -2.160 -2.782

Computed properties:
**Total charge**: 0
**Energy relative to the best compared isomer or geometry (same formula, charge and spin)**: 13.196 eV
**Orbital gap**: 3.59 eV

The net atomic charges from Löwdin, expressed in e, are:
1 N 0.355
2 H 0.164
3 H 0.158
4 H 0.162
5 H 0.156
6 N 0.353
7 H 0.165
8 H 0.164
9 H 0.153
10 H 0.160
11 N 0.351
12 H 0.158
13 H 0.162
14 H 0.158
15 H 0.162
16 C -0.053
17 C -0.867
18 O -0.126
19 O -0.122
20 H 0.066
21 H 0.054
22 H 0.053
23 C -0.053
24 C -0.849
25 O -0.089
26 O -0.145
27 H 0.045
28 H 0.050
29 H 0.047
30 C -0.044
31 C -0.901
32 O -0.108
33 O -0.102
34 H 0.053
35 H 0.058
36 H 0.053
37 C -0.051
38 C -0.336
39 O 0.123
40 C -0.490
41 O 0.143
42 O 0.034
43 F 0.133
44 H 0.138
45 H 0.138
46 H 0.168
47 C -0.025
48 C -0.298
49 O 0.124
50 C -0.528
51 O 0.098
52 O 0.085
53 F 0.076
54 H 0.147
55 H 0.146
56 H 0.174
57 C -0.023
58 C -0.327
59 O 0.169
60 C -0.506
61 O 0.147
62 O 0.054
63 F 0.059
64 H 0.128
65 H 0.134
66 H 0.165



The lowest orbital gap belongs to which entry? C15H30F3N3O15



Look up the total charge of the fourth one. 0



What did the second record say?
A cluster of 2 separate species, C4H7NO in total at a distorted geometry. Source: OMol25; level of theory: the ωB97M-V functional and the def2-TZVPD basis.

Element x y z (Å)
N1 1.116 -2.963 0.570
C1 0.902 -1.836 0.412
C2 0.612 -0.436 0.207
C3 -0.326 -0.048 -0.918
C4 1.129 0.253 -1.034
H1 0.586 0.159 1.117
H2 -1.003 0.772 -0.699
H3 -0.732 -0.857 -1.517
H4 1.451 1.281 -0.906
H5 1.728 -0.338 -1.720
O1 -1.507 1.577 1.472
H6 -2.440 1.821 1.452
H7 -1.515 0.616 1.564

Computed properties:
**Total charge**: 0
**Energy relative to the best compared isomer or geometry (same formula, charge and spin)**: 1.762 eV
**Orbital gap**: 11.33 eV

The net atomic charges from Löwdin, expressed in e, are:
1 N 0.139
2 C -0.201
3 C -0.291
4 C -0.114
5 C -0.099
6 H 0.127
7 H 0.085
8 H 0.113
9 H 0.109
10 H 0.112
11 O -0.060
12 H 0.049
13 H 0.033



What is the formula in the first record? C14H25KNO8